Entry 1:
{
  "formula": "C3H8N2O",
  "method": "ωB97M-V with the def2-TZVPD basis set",
  "elements": ["C", "N", "C", "O", "N", "C", "H", "H", "H", "H", "H", "H", "H", "H"],
  "positions_angstrom": [[1.451, 0.704, 2.046], [1.030, 1.011, 0.524], [0.476, -0.067, -0.316], [1.221, -0.930, -0.718], [-0.849, 0.017, -0.597], [-1.488, -1.047, -1.360], [0.513, 0.871, 2.588], [1.939, 1.255, 0.141], [1.617, -0.380, 1.987], [0.455, 1.854, 0.512], [-1.442, 0.669, -0.104], [-1.847, -1.860, -0.719], [-2.325, -0.639, -1.932], [-0.752, -1.458, -2.053]],
  "forces_ev_per_a": [[-0.3317, -0.0752, -0.2160], [0.1470, 0.1746, -0.0733], [0.0973, -0.2908, -0.0454], [-0.2690, 0.4096, 0.1127], [0.1829, 0.0527, 0.1746], [-0.0235, -0.0879, -0.0747], [-0.1520, -0.1657, -0.0061], [-0.1333, -0.0754, -0.2734], [0.0457, 0.0901, 0.1589], [0.1350, -0.1328, 0.0563], [0.2209, -0.0876, 0.0037], [0.0632, 0.1510, -0.0526], [0.1289, -0.0244, 0.1343], [-0.1113, 0.0620, 0.1009]],
  "total_charge": 0,
  "e_lumo_ev": 0.37,
  "homo_ev": -6.916,
  "orbital_gap_ev": 7.3,
  "energy_ev": -8265.63709
}

Entry 2:
{
  "formula": "C5H13N2",
  "method": "ωB97M-V with the def2-TZVPD basis set",
  "elements": ["C", "C", "C", "C", "N", "C", "N", "H", "H", "H", "H", "H", "H", "H", "H", "H", "H", "H", "H", "H"],
  "positions_angstrom": [[-0.725, 1.001, 1.751], [-0.097, -0.394, 1.708], [1.332, -0.273, 1.041], [1.029, 0.052, -0.370], [0.445, -0.987, -1.280], [-0.389, -0.751, -2.219], [-1.415, 0.123, -2.057], [-0.926, 1.650, 0.709], [-1.878, 1.072, 2.106], [-0.108, 1.786, 2.407], [-0.160, -0.903, 2.734], [-0.558, -1.258, 1.096], [1.857, 0.454, 1.580], [1.974, -1.247, 0.903], [1.883, 0.592, -0.862], [0.077, 0.641, -0.381], [1.191, -1.659, -1.448], [-0.157, -1.137, -3.169], [-1.319, 0.916, -1.457], [-2.056, 0.322, -2.789]],
  "forces_ev_per_a": [[-2.8439, 3.5475, -0.2983], [0.3663, -2.4820, 0.1623], [-1.2034, -3.8861, -0.1808], [-2.2569, 2.9102, -1.2023], [4.1894, -1.1141, 1.4788], [-2.1165, 2.4770, 0.4967], [1.5526, -0.8605, -0.6050], [0.9656, -1.9155, 2.3590], [2.8635, -0.6313, -0.2727], [-1.2986, -1.9910, -1.2838], [0.6360, 1.1888, -1.1822], [-0.2770, 1.8433, 0.5593], [1.2131, 1.1679, 0.1671], [-1.1468, 1.4643, 1.3001], [-0.9569, -0.7209, -0.0741], [1.8943, 0.8206, 0.4401], [-0.5666, -0.3158, -0.7247], [-0.7260, -1.3007, -1.0889], [-0.0644, 0.0546, 0.8767], [-0.2238, -0.2562, -0.9271]],
  "total_charge": 1,
  "e_lumo_ev": -4.28,
  "homo_ev": -14.710,
  "smiles": "CCCC/[NH+]=C\\N",
  "orbital_gap_ev": 10.4,
  "energy_ev": -8367.43896
}

Entry 3:
{
  "formula": "C26H22O2S",
  "method": "ωB97M-V with the def2-TZVPD basis set",
  "elements": ["C", "O", "C", "C", "C", "C", "C", "C", "C", "C", "C", "O", "C", "C", "C", "C", "C", "C", "H", "H", "H", "H", "H", "H", "H", "H", "H", "H", "H", "H", "H", "H", "H", "C", "C", "C", "C", "C", "C", "C", "C", "C", "S", "C", "H", "H", "H", "H", "H", "H", "H"],
  "positions_angstrom": [[-3.426, -0.090, 5.313], [-3.514, 1.068, 4.443], [-2.504, 1.317, 3.571], [-2.532, 2.574, 2.914], [-1.442, 3.006, 2.191], [-0.283, 2.198, 2.018], [0.827, 2.707, 1.251], [2.145, 2.118, 1.225], [3.009, 2.518, 0.173], [4.232, 1.886, -0.001], [4.649, 0.874, 0.898], [5.868, 0.345, 0.617], [6.359, 1.032, -0.619], [5.304, 2.072, -1.021], [3.852, 0.528, 2.002], [2.661, 1.201, 2.195], [-0.348, 0.875, 2.538], [-1.409, 0.441, 3.328], [-4.326, -0.021, 5.925], [-3.435, -1.023, 4.732], [-2.530, -0.042, 5.951], [-3.424, 3.187, 3.047], [-1.505, 3.991, 1.720], [0.562, 3.290, 0.347], [2.681, 3.256, -0.564], [7.331, 1.485, -0.389], [6.507, 0.268, -1.395], [4.938, 1.895, -2.038], [5.720, 3.085, -0.976], [4.197, -0.245, 2.681], [2.063, 0.953, 3.070], [0.416, 0.142, 2.263], [-1.413, -0.573, 3.745], [-2.946, 8.626, -2.028], [-2.603, 7.993, -0.841], [-1.258, 7.626, -0.575], [-0.240, 8.019, -1.531], [-0.623, 8.679, -2.717], [-1.955, 8.969, -2.975], [1.115, 7.691, -1.245], [1.451, 6.885, -0.186], [0.426, 6.313, 0.630], [0.842, 5.104, 1.726], [-0.884, 6.837, 0.529], [-3.988, 8.861, -2.241], [-3.370, 7.743, -0.107], [0.142, 8.948, -3.447], [-2.247, 9.456, -3.911], [1.882, 8.069, -1.922], [2.486, 6.636, 0.043], [-1.616, 6.575, 1.291]],
  "forces_ev_per_a": [[-0.0430, 0.5889, -0.5844], [0.1789, -0.6369, 0.1334], [1.0851, 0.0202, -0.0974], [-0.1055, -0.7747, 0.5134], [-0.2406, -0.3473, -0.2786], [-1.2439, -0.4157, 0.7073], [-0.3930, 1.2638, -1.6778], [1.1445, 0.3478, 0.4089], [0.1850, -0.8309, -0.2703], [-0.3014, -0.5466, 1.0659], [-0.6175, 0.6770, -0.0710], [-0.2378, 0.7444, -0.8760], [0.0851, -0.5163, 0.4395], [0.2262, 0.3077, -0.3828], [0.8101, 0.0627, -0.4559], [-0.7674, 0.2742, -0.6430], [0.1207, 0.4419, -0.2619], [-0.9543, 0.4710, 0.2076], [0.1791, -0.1333, -0.0415], [0.0070, 0.2438, 0.1638], [-0.2032, 0.0273, -0.2551], [0.3317, -0.0677, -0.0450], [0.2942, -0.4133, 0.2825], [0.1426, -1.2296, 0.3628], [0.0155, -0.1222, 0.3618], [-0.3045, -0.2074, 0.1041], [-0.0973, 0.1096, 0.3762], [0.0828, 0.0858, 0.1636], [-0.1019, -0.1590, -0.0934], [-0.0676, 0.1751, 0.0562], [0.2509, 0.1803, -0.2193], [-0.2927, 0.3896, 0.2165], [0.0647, 0.4874, -0.2453], [0.1460, -0.2553, 0.6238], [-0.2362, 0.3378, -0.5781], [0.6046, 0.5976, -0.7717], [-0.4786, -0.4599, 0.6602], [-0.6811, 0.3233, -0.2789], [0.5667, -0.1552, 0.0517], [0.1322, -0.0758, 0.0447], [-0.4903, 0.1082, -0.6328], [-1.1910, 1.4925, -1.2202], [1.1631, -1.0847, 2.8074], [1.1349, -0.7902, -0.0150], [0.2232, -0.0440, 0.1140], [0.1557, 0.0066, -0.2089], [-0.1423, -0.0592, 0.2015], [0.1571, -0.1773, 0.3756], [-0.0968, -0.0415, 0.1926], [-0.2208, -0.0472, -0.1654], [0.0211, -0.1734, -0.2656]],
  "total_charge": 0,
  "e_lumo_ev": -1.12,
  "homo_ev": -6.692,
  "orbital_gap_ev": 5.6,
  "energy_ev": -42246.78492
}

Entry 4:
{
  "formula": "C42H46BCsN12O",
  "method": "ωB97M-V with the def2-TZVPD basis set",
  "elements": ["Cs", "C", "C", "N", "N", "C", "B", "N", "C", "C", "C", "N", "N", "C", "C", "C", "N", "N", "C", "C", "C", "N", "H", "H", "H", "H", "H", "H", "H", "H", "H", "H", "H", "H", "C", "N", "C", "C", "C", "C", "C", "C", "C", "N", "C", "C", "C", "C", "C", "C", "N", "C", "C", "H", "H", "H", "H", "H", "H", "H", "H", "H", "H", "H", "H", "H", "H", "H", "H", "H", "H", "H", "H", "C", "O", "H", "H", "H", "H", "N", "C", "C", "C", "C", "C", "C", "C", "C", "C", "C", "C", "C", "C", "H", "H", "H", "H", "H", "H", "H", "H", "H", "H"],
  "positions_angstrom": [[0.362, -0.280, 0.600], [-1.040, -2.365, -2.578], [-0.427, -3.276, -1.669], [0.885, -3.192, -1.654], [1.184, -2.176, -2.546], [0.023, -1.696, -3.117], [2.628, -1.748, -2.908], [2.679, -0.269, -3.287], [3.310, 0.254, -4.363], [3.118, 1.649, -4.266], [2.348, 1.807, -3.110], [2.106, 0.658, -2.480], [3.475, -2.230, -1.685], [4.364, -3.230, -1.531], [4.709, -3.270, -0.183], [3.940, -2.279, 0.434], [3.219, -1.618, -0.486], [3.167, -2.602, -4.077], [2.435, -3.504, -4.787], [3.284, -4.133, -5.686], [4.510, -3.543, -5.441], [4.488, -2.607, -4.433], [-2.068, -2.284, -2.892], [-0.961, -3.982, -1.051], [0.096, -0.889, -3.782], [3.832, -0.323, -5.065], [3.513, 2.398, -4.907], [2.120, 2.750, -2.569], [4.729, -3.830, -2.337], [5.354, -3.970, 0.374], [3.872, -2.043, 1.470], [1.391, -3.642, -4.565], [2.997, -4.902, -6.387], [5.419, -3.747, -5.958], [3.981, 1.393, 0.219], [2.951, 2.190, 0.901], [3.107, 1.932, 2.306], [2.699, 3.478, 0.401], [3.664, 4.257, -0.204], [3.318, 5.563, -0.446], [2.024, 6.034, -0.266], [1.006, 5.173, 0.234], [1.273, 3.871, 0.630], [0.442, 2.952, 1.026], [-0.874, 3.434, 1.256], [-1.109, 4.343, 2.286], [-2.415, 4.629, 2.645], [-3.476, 3.994, 2.029], [-3.225, 3.103, 1.003], [-1.930, 2.820, 0.559], [-1.635, 2.014, -0.547], [-0.911, 2.671, -1.684], [-2.667, 1.072, -0.913], [4.996, 1.715, 0.460], [3.965, 1.409, -0.858], [3.863, 0.325, 0.387], [4.063, 2.247, 2.854], [2.706, 1.006, 2.715], [2.340, 2.523, 2.827], [4.673, 3.898, -0.387], [4.104, 6.250, -0.742], [1.800, 7.091, -0.429], [0.014, 5.546, 0.242], [-0.275, 4.819, 2.852], [-2.553, 5.406, 3.396], [-4.469, 4.195, 2.394], [-4.033, 2.552, 0.589], [-1.594, 3.334, -2.246], [-0.322, 2.021, -2.369], [-0.115, 3.327, -1.263], [-3.649, 1.589, -1.269], [-2.908, 0.504, -0.014], [-2.326, 0.373, -1.673], [-0.723, 0.770, 4.018], [-0.158, -0.396, 3.559], [0.019, 1.398, 4.537], [-1.559, 0.585, 4.750], [-1.218, 1.439, 3.234], [-0.896, -0.771, 2.979], [-2.109, -1.191, 1.849], [-3.126, -1.853, 2.108], [-3.325, -2.513, 3.428], [-3.558, -3.871, 3.693], [-3.465, -4.339, 4.995], [-3.152, -3.606, 6.114], [-3.011, -2.240, 5.825], [-3.095, -1.727, 4.523], [-4.127, -2.129, 0.974], [-3.588, -2.532, -0.284], [-4.413, -2.724, -1.376], [-5.779, -2.540, -1.265], [-6.343, -2.186, -0.036], [-5.484, -2.007, 1.074], [-3.746, -4.599, 2.863], [-3.626, -5.415, 5.126], [-3.081, -4.049, 7.147], [-2.830, -1.544, 6.677], [-2.917, -0.692, 4.349], [-2.551, -2.719, -0.386], [-3.978, -3.070, -2.315], [-6.355, -2.652, -2.178], [-7.416, -2.124, 0.036], [-5.959, -1.640, 2.000]],
  "forces_ev_per_a": [[0.5144, -0.0507, -0.6245], [0.4219, -0.3419, -0.0842], [-0.7156, -0.0139, -0.4028], [0.2409, 1.1009, -0.7582], [-1.2803, -0.0498, -0.1222], [1.2956, -0.8734, 1.2637], [0.3333, -1.4832, 0.7473], [0.0989, -0.9296, 0.3574], [-1.2332, 2.5187, 1.4746], [0.0266, -1.6407, 0.0452], [0.2661, 1.0930, 1.2868], [0.2551, 0.1923, -1.2232], [0.0320, 1.3414, 0.9183], [0.1444, 0.2680, 1.0390], [0.2473, -0.8881, 0.5042], [-0.2820, 0.2225, -1.8325], [0.1750, -0.8871, 0.0819], [-0.2373, -0.5006, -0.4533], [0.7058, 0.4371, 0.3070], [-0.9900, 0.2224, 0.4366], [0.8089, 1.2534, 1.1770], [-1.3863, -1.5490, -1.8856], [0.0263, 0.0912, 0.3092], [0.2736, -0.1464, 0.0938], [-0.0735, 0.8215, -0.8700], [0.5082, -0.7432, -0.6391], [0.1121, 0.4049, -0.3697], [-0.1047, -0.7091, -0.6746], [-0.0686, -0.0305, -0.2685], [-0.3425, 0.3999, -0.7532], [-0.0180, 0.3004, 0.5155], [-0.0458, -0.0116, -0.0608], [0.2245, 0.0852, 0.0056], [0.5706, -0.0159, -0.0838], [0.4285, 0.1458, -0.5736], [1.9129, -1.6639, -1.1301], [-1.5629, 2.0715, 2.5411], [-1.0491, -1.7719, 1.6436], [-0.4980, -0.5954, 0.3717], [0.2633, 1.1654, -0.4632], [-1.2004, -0.7450, 0.9133], [1.1784, 2.4331, -1.1089], [3.5639, 0.1431, -0.8626], [-1.4547, 0.0676, 0.1269], [0.7260, -0.7352, 0.4058], [0.2038, 0.2624, 0.2147], [0.3595, 0.7867, 0.3764], [0.4192, 0.0921, 0.2778], [0.1811, -0.3184, 0.0708], [0.1222, 0.8581, 0.1012], [0.8434, -0.1815, -1.0090], [0.4850, 0.7339, 0.9132], [-1.5630, 0.7786, -0.1068], [0.2242, -0.0415, 0.5136], [-0.6139, 0.5461, -0.5003], [-0.0674, 0.1995, 0.6011], [-0.6902, -0.6359, -1.2942], [0.7349, -0.9141, -0.8515], [0.1669, 0.6251, -0.1165], [-0.2390, -0.0579, 0.1568], [-0.1285, 0.0592, -0.1906], [-0.0260, -0.4401, -0.1570], [-0.7589, 0.2948, 0.1895], [-0.6232, -0.5694, -0.6870], [-0.2588, -0.3495, 0.0098], [-0.2711, -0.0956, -0.1870], [-0.6377, -0.2181, -0.4196], [0.1066, -0.3476, -0.0438], [-0.9429, -0.2169, 0.6122], [-0.7767, -0.4009, -0.2838], [1.4376, -0.7630, 0.2157], [-0.1284, -0.2491, -0.0686], [0.1057, 0.0963, -0.1082], [-1.3668, 1.8191, 0.6979], [0.1575, -0.1578, -0.3643], [-0.0586, -0.2075, -0.1498], [0.7411, 0.1423, -0.3253], [0.7176, -0.8480, 0.4770], [-0.2632, -0.7129, -0.0887], [0.7111, 0.7936, 0.1754], [-0.7098, -0.7209, -1.4305], [-0.3568, -0.9082, 0.2812], [0.0038, 0.0145, -1.0053], [-0.2744, -2.4853, -0.2219], [-0.1632, 1.2719, 0.0450], [0.2015, 0.6404, 1.2759], [0.2062, -0.1864, 1.8179], [1.4128, -0.7849, -0.6631], [-1.3543, 0.2299, 0.7577], [0.6634, -0.1451, 0.2265], [-0.5431, 0.2497, 0.1387], [1.1447, -0.4569, -0.4522], [-1.9769, 0.7120, 0.1155], [0.1019, 0.7894, 0.8351], [0.0511, 0.2374, -0.0550], [-0.0651, 0.6139, -1.3526], [-0.0465, -0.4271, -0.8318], [0.0074, 0.5698, 0.0375], [0.7997, 0.1213, 0.1764], [-0.1741, 0.1492, 0.1356], [-0.3449, -0.0714, 0.2631], [-0.1362, 0.2784, 0.2223], [0.4376, -0.4567, -0.2876]],
  "total_charge": -1,
  "e_lumo_ev": [1.95, 0.44],
  "s2": 0.794,
  "homo_ev": [-4.165, -4.165],
  "orbital_gap_ev": [6.1, 4.6],
  "spin_multiplicity": 2,
  "energy_ev": -65454.20056
}

Values for energy above the lowest of the compared OMol25 structures with the same formula, charge and spin, kJ/mol, ordered as above
355.93 325.29 115.96 0.00